Entry i
# H14O7

A 7-piece molecular cluster, H14O7 overall (ωB97M-V/def2-TZVPD, the OMol25 dataset).

Its total charge is 0. As for the LUMO energy: -0.2 eV. The SMILES is O.O.O.O.O.O.O. The value obtained for the gap between HOMO and LUMO is 10.758 eV.

Geometry as XYZ:
```
21
Properties=species:S:1:pos:R:3:mulliken_charge:R:1
O 0.163 0.556 2.252 -0.62
H -0.752 0.506 2.319 0.27
H 0.394 0.677 1.288 0.32
O -1.667 1.992 -2.717 -0.66
H -2.135 1.295 -2.349 0.32
H -0.730 1.820 -2.647 0.43
O -2.238 0.118 -0.522 -0.73
H -2.591 -0.378 0.223 0.32
H -2.033 0.978 -0.058 0.36
O 0.881 1.110 -2.391 -0.73
H 1.518 1.443 -3.044 0.30
H 1.340 1.514 -1.700 0.32
O 3.023 -0.539 1.799 -0.65
H 3.284 -1.218 1.181 0.31
H 2.078 -0.421 1.748 0.34
O 0.357 -0.550 -0.265 -0.55
H -0.595 -0.556 -0.529 0.34
H 0.767 -0.237 -1.098 0.31
O -0.154 -2.673 2.481 -0.62
H -0.891 -3.237 2.419 0.29
H -0.011 -2.199 1.613 0.33
```



Entry ii
# H14O7

A 7-piece molecular cluster, H14O7 overall (ωB97M-V/def2-TZVPD, the OMol25 dataset).

Its total charge is 0. As for the LUMO energy: 0.1 eV. The SMILES is O.O.O.O.O.O.O. The value obtained for the gap between HOMO and LUMO is 10.135 eV.

Geometry as XYZ:
```
21
Properties=species:S:1:pos:R:3:mulliken_charge:R:1
O -0.361 -1.693 -0.613 -0.57
H 0.070 -2.446 -1.033 0.28
H 0.358 -1.072 -0.452 0.29
O 3.375 0.437 1.793 -0.60
H 2.895 0.813 2.540 0.30
H 2.950 -0.415 1.646 0.31
O 4.219 0.095 -1.407 -0.65
H 3.555 0.638 -1.846 0.32
H 4.581 0.673 -0.726 0.31
O -3.592 -0.271 -1.588 -0.62
H -3.250 -0.157 -2.482 0.29
H -4.156 0.499 -1.453 0.30
O -1.299 -0.705 3.597 -0.61
H -1.244 0.171 3.996 0.31
H -0.483 -0.781 3.088 0.30
O -2.835 -1.963 0.288 -0.61
H -2.869 -1.044 0.001 0.37
H -3.750 -2.262 0.227 0.26
O 0.900 2.895 -1.810 -0.62
H -0.050 2.737 -1.861 0.31
H 0.984 3.850 -1.904 0.32
```



What should be chosen as the most stable of them? Choose entry i.



Entry i
# C4H9N3O2

One molecule with the formula C4H9N3O2 (ωB97M-V/def2-TZVPD, the OMol25 dataset).

Its total charge is 0. As for the LUMO energy: 0.6 eV. The value obtained for the gap between HOMO and LUMO is 7.055 eV.

Geometry as XYZ:
```
18
Properties=species:S:1:pos:R:3:mulliken_charge:R:1
C -0.879 -0.635 0.431 -0.05
C -1.442 -2.023 0.463 -1.39
N -0.537 -0.136 -0.815 -0.09
C 1.210 0.240 1.210 0.46
C 0.296 0.883 -0.968 0.25
N 0.669 1.268 -2.255 -0.54
O 0.924 0.612 2.472 -0.49
N 0.802 1.401 0.205 -0.30
O 2.104 -0.505 0.935 -0.57
H 0.198 1.250 2.435 0.36
H -0.672 -0.705 -1.646 0.28
H -1.324 0.116 1.077 0.29
H 1.665 1.415 -2.375 0.26
H 0.140 2.031 -2.659 0.23
H 1.616 1.982 0.024 0.27
H -1.730 -2.278 1.484 0.35
H -2.338 -2.152 -0.166 0.34
H -0.702 -2.764 0.147 0.32
```



Entry ii
# C4H9N3O2

One molecule with the formula C4H9N3O2 (ωB97M-V/def2-TZVPD, the OMol25 dataset).

Its total charge is 0. As for the LUMO energy: 0.7 eV. The SMILES is NC(=O)/C(N)=C(/N)CO. The value obtained for the gap between HOMO and LUMO is 8.209 eV.

Geometry as XYZ:
```
18
Properties=species:S:1:pos:R:3:mulliken_charge:R:1
N 1.977 -0.336 0.217 -0.38
C 1.195 0.558 -0.546 0.42
O 1.662 1.234 -1.470 -0.60
C -0.043 1.020 0.179 -0.04
N -0.064 2.226 0.847 -0.54
C -1.063 0.194 -0.073 0.34
N -2.201 -0.029 0.628 -0.58
C -0.391 -1.207 -0.944 -0.72
O -0.298 -2.214 0.049 -0.50
H 2.936 -0.385 -0.102 0.23
H 1.811 -0.358 1.217 0.25
H -1.000 2.604 0.945 0.25
H 0.600 2.874 0.426 0.24
H -2.756 -0.834 0.346 0.27
H -2.051 -0.005 1.636 0.21
H 0.403 -1.288 -1.691 0.45
H -1.279 -1.409 -1.551 0.35
H 0.562 -2.644 -0.113 0.33
```



What should be chosen as the most stable of them? Choose entry i.



Entry i
# C2H6N3O2

An isolated ion of composition C2H6N3O2 and charge +1 (ωB97M-V/def2-TZVPD, the OMol25 dataset).

Its total charge is +1. As for the LUMO energy: -6.0 eV. The SMILES is C/[NH+]=C(/N)[N+](=O)[O-]. The value obtained for the gap between HOMO and LUMO is 9.804 eV.

Geometry as XYZ:
```
13
Properties=species:S:1:pos:R:3:mulliken_charge:R:1
C 1.529 1.316 -0.098 -0.69
N 0.847 -0.018 -0.355 -0.21
C -0.481 -0.611 -0.082 0.37
N -0.990 -1.808 -0.232 -0.26
N -1.404 0.322 0.750 1.03
O -2.333 -0.352 1.175 -0.59
O -1.235 1.476 0.866 -0.48
H 2.292 1.430 -0.884 0.32
H 1.987 1.095 0.886 0.33
H 0.805 2.148 -0.215 0.30
H 1.546 -0.520 -0.942 0.28
H -1.975 -1.997 0.044 0.32
H -0.588 -2.481 -0.912 0.29
```



Entry ii
# C2H6N3O2

An isolated ion of composition C2H6N3O2 and charge +1 (ωB97M-V/def2-TZVPD, the OMol25 dataset).

Its total charge is +1. As for the LUMO energy: -4.2 eV. The SMILES is [NH3+]/C=C/N[N+](=O)[O-]. The value obtained for the gap between HOMO and LUMO is 10.357 eV.

Geometry as XYZ:
```
13
Properties=species:S:1:pos:R:3:mulliken_charge:R:1
N -2.280 -0.066 0.235 -0.25
C -0.866 -0.489 0.518 -0.23
C 0.126 0.048 -0.201 -0.29
N 1.445 -0.300 0.004 -0.28
N 2.423 0.323 -0.651 1.11
O 2.010 1.085 -1.488 -0.64
O 3.570 0.163 -0.359 -0.57
H -2.834 -0.871 -0.140 0.38
H -2.167 0.763 -0.395 0.35
H -2.662 0.180 1.175 0.39
H -0.632 -0.883 1.440 0.35
H 0.083 0.836 -1.025 0.35
H 1.784 -0.788 0.888 0.33
```



Entry iii
# C2H6N3O2

An isolated ion of composition C2H6N3O2 and charge +1 (ωB97M-V/def2-TZVPD, the OMol25 dataset).

Its total charge is +1. As for the LUMO energy: -4.0 eV. The SMILES is [NH2+]=C(O)N1N[C@H]1O. The value obtained for the gap between HOMO and LUMO is 10.754 eV.

Geometry as XYZ:
```
13
Properties=species:S:1:pos:R:3:mulliken_charge:R:1
N -1.942 -1.172 -0.079 -0.33
C -1.241 -0.072 0.003 0.64
O -1.776 1.138 -0.140 -0.44
N 0.065 -0.147 0.433 -0.25
N 0.863 1.098 0.272 -0.41
C 1.565 0.115 -0.474 0.18
O 2.523 -0.643 -0.106 -0.35
H -1.436 -1.936 0.337 0.27
H -2.811 -1.350 -0.641 0.29
H -1.281 1.980 -0.018 0.40
H 1.217 1.472 1.175 0.26
H 1.493 0.047 -1.591 0.38
H 2.762 -0.530 0.828 0.36
```



Entry iv
# C2H6N3O2

An isolated ion of composition C2H6N3O2 and charge +1 (ωB97M-V/def2-TZVPD, the OMol25 dataset).

Its total charge is +1. As for the LUMO energy: -3.7 eV. The SMILES is [NH2+]=C1CNON1O. The value obtained for the gap between HOMO and LUMO is 10.910 eV.

Geometry as XYZ:
```
13
Properties=species:S:1:pos:R:3:mulliken_charge:R:1
N -1.364 -1.125 0.086 -0.34
C -0.428 -0.231 0.082 0.56
C -0.572 1.216 0.121 -0.59
N 0.813 1.749 -0.166 -0.20
O 1.639 0.759 0.237 -0.21
N 0.880 -0.538 0.074 0.37
O 1.500 -1.648 -0.180 -0.43
H -2.374 -0.887 0.114 0.26
H -1.061 -2.083 0.088 0.24
H -1.238 1.422 -0.742 0.37
H -0.834 1.695 1.026 0.29
H 0.836 1.634 -1.150 0.28
H 2.203 -1.962 0.409 0.40
```



What should be chosen as the most stable of them? Choose entry iii.



Entry i
# C4H10S2

One molecule with the formula C4H10S2 (ωB97M-V/def2-TZVPD, the OMol25 dataset).

Its total charge is 0. As for the LUMO energy: 0.7 eV. The SMILES is CCCSSC. The value obtained for the gap between HOMO and LUMO is 9.355 eV.

Geometry as XYZ:
```
16
Properties=species:S:1:pos:R:3:mulliken_charge:R:1
C -1.103 -0.409 -2.317 -1.13
C 0.060 0.433 -1.794 -0.16
C 1.113 -0.455 -1.119 -0.81
S 0.962 -0.860 0.674 -0.11
S -0.738 0.156 1.316 -0.08
C 0.012 1.826 1.368 -0.80
H -1.477 -0.156 -3.292 0.34
H -1.919 -0.271 -1.606 0.29
H -0.827 -1.456 -2.336 0.30
H -0.316 1.181 -1.088 0.10
H 0.656 1.037 -2.488 0.36
H 2.052 0.106 -1.128 0.37
H 1.382 -1.358 -1.672 0.44
H 0.725 1.903 0.554 0.26
H 0.373 2.046 2.363 0.30
H -0.769 2.542 1.106 0.31
```



Entry ii
# C4H10S2

One molecule with the formula C4H10S2 (ωB97M-V/def2-TZVPD, the OMol25 dataset).

Its total charge is 0. As for the LUMO energy: -0.1 eV. The SMILES is CCCSSC. The value obtained for the gap between HOMO and LUMO is 8.527 eV.

Geometry as XYZ:
```
16
Properties=species:S:1:pos:R:3:mulliken_charge:R:1
C -0.639 0.288 2.237 -1.07
C 0.559 -0.336 1.516 -0.33
C 0.141 -1.263 0.387 -0.69
S -1.174 -0.613 -0.714 -0.12
S -0.052 1.337 -1.264 -0.11
C 0.205 0.929 -2.971 -0.82
H -0.360 0.895 3.100 0.35
H -1.046 1.071 1.589 0.28
H -1.408 -0.424 2.499 0.30
H 1.170 0.457 1.075 0.27
H 1.229 -0.857 2.218 0.35
H 0.970 -1.547 -0.274 0.31
H -0.382 -2.183 0.690 0.38
H 0.217 1.766 -3.670 0.31
H 1.082 0.263 -3.069 0.28
H -0.512 0.217 -3.348 0.31
```



Entry iii
# C4H10S2

C4H10S2 as an isolated structure (ωB97M-V/def2-TZVPD, the OMol25 dataset).

Its total charge is 0. As for the LUMO energy: 0.7 eV. The value obtained for the gap between HOMO and LUMO is 9.385 eV.

Geometry as XYZ:
```
16
Properties=species:S:1:pos:R:3:mulliken_charge:R:1
C -0.395 0.827 -1.240 -1.28
C -0.202 0.629 1.297 -1.62
C 1.007 -1.308 -0.264 -0.99
C -0.497 -0.133 -0.061 0.77
S 2.518 -0.381 0.159 -0.16
S -2.092 -1.240 -0.002 -0.21
H 0.624 0.873 -1.605 0.33
H -1.067 0.376 -2.017 0.36
H -0.745 1.825 -0.984 0.34
H 0.493 1.366 1.163 0.46
H -1.134 1.031 1.668 0.42
H 0.075 -0.086 2.027 0.45
H 0.993 -1.509 -1.325 0.39
H 0.905 -2.196 0.304 0.48
H 2.382 -0.929 1.368 0.13
H -2.866 -0.377 -0.793 0.15
```



Entry iv
# C4H10S2

One molecule with the formula C4H10S2 (ωB97M-V/def2-TZVPD, the OMol25 dataset).

Its total charge is 0. As for the LUMO energy: 0.9 eV. The SMILES is CCSCSC. The value obtained for the gap between HOMO and LUMO is 9.414 eV.

Geometry as XYZ:
```
16
Properties=species:S:1:pos:R:3:mulliken_charge:R:1
C 1.934 0.731 -0.052 -1.12
C 1.759 -0.823 0.050 -0.32
S 0.306 -1.436 -0.735 -0.09
C -0.866 -0.993 0.543 -0.36
S -2.399 -0.946 -0.001 -0.07
C -2.449 0.826 -0.480 -0.71
H 1.289 1.239 0.596 0.34
H 2.902 1.092 0.240 0.37
H 1.671 1.183 -1.097 0.27
H 1.907 -1.074 1.220 0.26
H 2.608 -1.287 -0.516 0.29
H -0.694 -1.940 1.157 0.29
H -0.594 0.003 0.944 0.07
H -1.824 1.467 0.348 0.22
H -3.571 1.056 -0.753 0.28
H -1.979 0.900 -1.462 0.28
```



What should be chosen as the most stable of them? Choose entry i.